1.
{"formula": "C9H25IP2W", "method": "ωB97M-V with the def2-TZVPD basis set", "symbols": ["C", "C", "H", "H", "H", "H", "H", "H", "W", "C", "H", "H", "H", "I", "C", "P", "C", "C", "C", "P", "C", "C", "H", "H", "H", "H", "H", "H", "H", "H", "H", "H", "H", "H", "H", "H", "H", "H"], "coordinates": [[1.58321, -0.03835, -1.85775], [-1.51083, -0.19130, -3.35214], [1.95557, 0.51144, -0.98058], [1.92910, 0.57338, -2.72607], [2.18240, -0.96598, -1.87191], [-0.94803, 0.65121, -3.77910], [-1.08317, -1.02784, -3.89857], [-2.50294, -0.04680, -3.68281], [-0.39216, -0.27177, -1.68399], [-1.19225, 1.60705, -1.55625], [-0.59740, 2.35641, -1.01602], [-2.16670, 1.48869, -1.08082], [-1.46812, 2.04023, -2.53079], [-0.43988, -3.06194, -1.89257], [2.67883, -1.17533, 0.45049], [0.89022, -1.37194, 0.37386], [0.62459, -2.88926, 1.27489], [-1.84694, -0.66407, 0.17143], [-1.53447, 0.00991, 1.54885], [-0.13514, 1.11022, 1.10896], [-0.84519, 2.74057, 1.46612], [1.08702, 1.03628, 2.42596], [3.14382, -2.00503, 0.96797], [2.91843, -0.21665, 0.90510], [3.19501, -1.14098, -0.50786], [0.30603, -2.63553, 2.29299], [-0.13681, -3.53810, 0.82962], [1.57101, -3.44668, 1.30912], [-2.73246, -0.17059, -0.26314], [-2.12678, -1.71240, 0.36460], [-2.27178, 0.69238, 2.00240], [-1.14004, -0.58648, 2.38164], [-0.38765, 3.08251, 2.39850], [-0.65011, 3.45815, 0.66798], [-1.91952, 2.64310, 1.61783], [0.52699, 1.07004, 3.35823], [1.72533, 0.15378, 2.42311], [1.71084, 1.93168, 2.34076]], "mulliken_spin": [-0.054, -0.010, 0.007, 0.001, 0.028, -0.001, -0.004, 0.003, 0.917, 0.045, 0.007, 0.015, 0.025, 0.509, 0.042, -0.002, 0.020, -0.019, 0.021, 0.373, 0.053, 0.041, 0.000, -0.008, -0.016, -0.007, -0.004, 0.003, -0.001, -0.002, -0.002, -0.001, 0.013, -0.002, 0.004, 0.014, -0.002, -0.004], "multiplicity": 3, "charge": 2, "total_energy_ev": -38218.2763, "homo_ev": [-14.89, -16.21]}



2.
{"formula": "C18H39N7P2V", "method": "ωB97M-V with the def2-TZVPD basis set", "symbols": ["V", "C", "P", "C", "C", "C", "P", "C", "C", "H", "H", "H", "H", "H", "H", "H", "H", "H", "H", "H", "H", "H", "H", "H", "H", "C", "C", "N", "C", "N", "C", "C", "C", "N", "C", "H", "H", "H", "H", "H", "H", "H", "H", "H", "H", "H", "H", "H", "C", "C", "C", "C", "N", "C", "N", "N", "N", "H", "H", "H", "H", "H", "H", "H", "H", "H", "H"], "coordinates": [[0.50374, 0.40841, 0.13406], [4.00513, -0.17136, 1.49096], [3.13485, 0.46462, 0.04612], [3.65724, -0.50643, -1.39599], [3.73040, 2.13776, -0.30632], [2.81145, 2.71329, -1.37635], [1.09518, 2.72218, -0.73852], [0.08428, 3.22619, -2.15210], [1.23888, 4.12077, 0.42879], [5.06545, -0.20473, 1.22217], [3.67761, -1.17337, 1.76799], [3.87774, 0.50070, 2.34023], [4.63317, -0.12130, -1.70000], [2.97535, -0.42159, -2.24049], [3.78355, -1.55555, -1.12708], [4.76652, 2.07009, -0.64696], [3.73266, 2.72936, 0.60994], [2.85436, 2.15052, -2.31147], [3.07489, 3.74711, -1.61395], [0.49559, 4.16311, -2.53602], [-0.96123, 3.37850, -1.89116], [0.15286, 2.47007, -2.93572], [1.45486, 4.99040, -0.19747], [2.08213, 3.96220, 1.09928], [0.37725, 4.36786, 1.03741], [-4.13621, 3.79360, 1.16647], [-2.78504, 4.23711, 0.64237], [-1.86170, 3.07890, 0.65380], [-2.26913, 1.83012, 0.50112], [-1.25001, 0.83017, 0.45266], [-1.68853, -0.60112, 0.72120], [-3.11471, -0.68235, 1.24750], [-3.97447, 0.11257, 0.28750], [-3.52986, 1.52064, 0.36137], [-4.59462, 2.56846, 0.40154], [-4.86585, 4.59072, 1.03610], [-4.07488, 3.57425, 2.23383], [-2.34788, 5.02222, 1.25482], [-2.86486, 4.60915, -0.38050], [-0.96947, 3.19008, 1.10185], [-1.01357, -1.05309, 1.46277], [-1.66261, -1.16658, -0.20725], [-3.19634, -0.27301, 2.25522], [-3.41251, -1.72913, 1.28216], [-5.01950, 0.08625, 0.58209], [-3.91100, -0.25548, -0.73802], [-5.45839, 2.11754, 0.88417], [-4.87967, 2.80207, -0.62508], [-0.86337, -5.23120, -0.55099], [0.50649, -5.62284, -0.00215], [0.56427, -5.56913, 1.52081], [1.63883, -4.80662, -0.64401], [1.31236, -3.34820, -0.65020], [0.64410, -2.64215, -1.58334], [0.57682, -1.39214, -1.16643], [1.20895, -1.39834, 0.01455], [1.65262, -2.55795, 0.35469], [-1.60291, -5.97974, -0.27304], [-0.88012, -5.17091, -1.64451], [-1.21188, -4.27919, -0.12615], [0.71586, -6.64457, -0.32172], [0.30255, -4.57802, 1.91033], [1.54996, -5.83975, 1.89937], [-0.15357, -6.27089, 1.94269], [1.80986, -5.09199, -1.68092], [2.56507, -4.90308, -0.08225], [0.24101, -3.04517, -2.50176]], "mulliken_spin": [1.473, -0.008, -0.123, 0.000, -0.016, -0.002, -0.093, -0.004, 0.004, -0.005, -0.002, 0.000, -0.003, -0.005, 0.001, -0.004, 0.000, 0.001, -0.002, -0.003, 0.005, -0.001, -0.003, -0.001, 0.001, -0.002, 0.000, -0.009, 0.055, -0.270, 0.000, -0.011, 0.000, -0.038, -0.001, 0.000, 0.000, 0.000, -0.001, 0.002, 0.007, 0.000, 0.001, 0.000, 0.000, -0.001, -0.001, -0.002, 0.000, 0.000, 0.000, -0.001, 0.004, 0.003, 0.020, 0.043, -0.007, 0.000, 0.000, 0.000, 0.000, 0.000, 0.000, 0.000, 0.000, 0.000, 0.000], "multiplicity": 2, "charge": 4, "total_energy_ev": -73953.3440, "homo_ev": [-21.60, -21.67]}



3.
{"formula": "C30H35N3O3", "method": "ωB97M-V with the def2-TZVPD basis set", "symbols": ["C", "C", "C", "C", "O", "C", "C", "O", "H", "H", "H", "H", "H", "H", "H", "H", "H", "C", "N", "C", "O", "C", "C", "C", "C", "N", "C", "C", "C", "C", "C", "C", "N", "C", "C", "C", "C", "C", "C", "C", "C", "C", "C", "C", "C", "H", "H", "H", "H", "H", "H", "H", "H", "H", "H", "H", "H", "H", "H", "H", "H", "H", "H", "H", "H", "H", "H", "H", "H", "H", "H"], "coordinates": [[-0.34081, -3.13445, -2.77791], [-1.42136, -3.15572, -1.77371], [-2.09947, -1.85932, -1.57917], [-3.49831, -1.78349, -1.03114], [-1.53592, -0.80310, -1.92971], [-2.04665, -4.42362, -1.40977], [-1.73382, -5.67336, -2.20474], [-2.79435, -4.53100, -0.40928], [0.22717, -4.07031, -2.79713], [-0.78221, -2.95862, -3.77666], [0.34397, -2.30466, -2.58985], [-3.80397, -2.71378, -0.54887], [-3.54701, -0.95816, -0.31034], [-4.17954, -1.54275, -1.86482], [-1.24413, -5.47128, -3.16377], [-1.08665, -6.32850, -1.60261], [-2.67668, -6.20471, -2.38554], [3.34018, 3.23225, 1.91302], [2.10436, 2.52483, 1.66204], [0.90893, 3.17108, 1.52452], [0.75395, 4.38910, 1.60424], [-0.15801, 2.09694, 1.26424], [-1.03517, 2.40532, 0.04885], [-1.81142, 3.66953, 0.20862], [-2.74690, 3.99551, 1.17720], [-3.10310, 5.32342, 1.03504], [-2.42785, 5.86875, -0.05106], [-2.39358, 7.17779, -0.51564], [-1.52078, 7.46435, -1.57950], [-0.69357, 6.46747, -2.12210], [-0.71695, 5.15475, -1.63373], [-1.60598, 4.84346, -0.60280], [0.64579, 0.87215, 1.13268], [0.07590, -0.31958, 0.90583], [0.77185, -1.51368, 0.75710], [0.18239, -2.74721, 0.49978], [0.93499, -3.98774, 0.51767], [0.28210, -5.23864, 0.66501], [0.98594, -6.43556, 0.66992], [2.38963, -6.41253, 0.62653], [3.06795, -5.18995, 0.52965], [2.35660, -3.99710, 0.43949], [2.09104, 1.09679, 1.39401], [2.94877, 0.77983, 0.15519], [2.62623, 0.34203, 2.62565], [3.11114, 4.28903, 2.06872], [3.83242, 2.82382, 2.80496], [4.02083, 3.12562, 1.05729], [-0.78690, 2.03276, 2.17591], [-0.39004, 2.51025, -0.83645], [-1.70340, 1.55426, -0.14851], [-3.14649, 3.36087, 1.96891], [-3.75518, 5.82354, 1.63532], [-3.03496, 7.92860, -0.05800], [-1.47740, 8.47372, -1.99062], [-0.01271, 6.71757, -2.93781], [-0.06658, 4.36456, -2.00663], [-1.01262, -0.30052, 0.76848], [1.85587, -1.45460, 0.83165], [-0.90840, -2.83223, 0.48793], [-0.80379, -5.23977, 0.79247], [0.44736, -7.38077, 0.76580], [2.94908, -7.35267, 0.69363], [4.15967, -5.15826, 0.56653], [2.89017, -3.05026, 0.32030], [2.68974, 1.46870, -0.66058], [4.00571, 0.90341, 0.42502], [2.79523, -0.24331, -0.19694], [2.21630, 0.79331, 3.53910], [2.37161, -0.72142, 2.60084], [3.71977, 0.44727, 2.63624]], "lowdin_charge": [-0.098, -0.220, -0.464, -0.018, -0.029, -0.456, -0.016, -0.047, 0.070, 0.094, 0.070, 0.058, 0.072, 0.094, 0.067, 0.074, 0.088, -0.008, -0.043, -0.357, 0.090, -0.145, -0.070, -0.181, -0.038, 0.074, -0.202, -0.024, -0.096, -0.097, -0.022, -0.136, 0.043, 0.012, -0.063, 0.031, -0.189, -0.021, -0.070, -0.073, -0.081, -0.020, -0.456, 0.010, 0.009, 0.098, 0.093, 0.094, 0.171, 0.129, 0.115, 0.125, 0.157, 0.105, 0.097, 0.097, 0.105, 0.145, 0.061, 0.114, 0.112, 0.111, 0.107, 0.105, 0.103, 0.106, 0.088, 0.073, 0.102, 0.077, 0.089], "charge": 0, "total_energy_ev": -42289.3306, "homo_ev": -6.53}



4.
{"formula": "C21H38N5O2S", "method": "ωB97M-V with the def2-TZVPD basis set", "symbols": ["C", "C", "C", "C", "C", "C", "C", "C", "C", "C", "C", "C", "C", "C", "C", "O", "N", "C", "C", "N", "C", "C", "S", "C", "N", "N", "C", "O", "H", "H", "H", "H", "H", "H", "H", "H", "H", "H", "H", "H", "H", "H", "H", "H", "H", "H", "H", "H", "H", "H", "H", "H", "H", "H", "H", "H", "H", "H", "H", "H", "H", "H", "N", "H", "H", "H", "H"], "coordinates": [[0.80051, 1.02757, 2.96310], [0.96657, 0.48844, 1.90554], [1.48050, -0.29061, 0.77762], [2.37897, 0.69259, -0.00226], [2.51787, 0.65355, -1.53522], [2.10343, -0.57389, -2.34718], [1.52513, -0.13953, -3.69771], [0.02262, 0.14553, -3.65765], [-0.38942, 1.59924, -3.92196], [-0.82030, 2.35124, -2.67886], [-1.94098, 1.67084, -1.91892], [-2.41683, 2.47683, -0.72263], [-3.56416, 1.80063, -0.00358], [-3.11109, 0.63247, 0.86045], [3.64647, 0.62843, 0.82613], [4.56826, 1.39443, 0.76716], [3.55797, -0.42548, 1.71302], [2.50909, -1.32945, 1.33037], [3.00546, -2.37279, 0.26524], [4.17434, -2.07497, -0.53138], [1.90954, -2.11839, 2.49373], [0.65447, -2.90136, 2.09663], [-0.74366, -2.09800, 2.91787], [-2.06708, -3.11280, 2.45860], [-3.20023, -3.08773, 3.08951], [-4.03382, -3.94996, 2.35615], [-3.31713, -4.41586, 1.38635], [-2.05976, -3.92392, 1.36958], [0.65522, 1.62476, 3.82014], [0.64314, -0.69568, 0.23441], [2.00016, 1.68984, 0.17457], [2.01396, 1.51748, -1.93151], [3.56764, 0.82306, -1.73962], [1.34759, -1.17224, -1.86079], [2.95772, -1.19946, -2.55063], [2.06097, 0.72821, -4.04771], [1.66019, -0.96322, -4.38007], [-0.45318, -0.47545, -4.39901], [-0.38980, -0.16760, -2.70967], [-1.15683, 1.66735, -4.67724], [0.46538, 2.10873, -4.34498], [-1.18421, 3.32865, -2.96812], [0.02802, 2.52703, -2.02723], [-2.77025, 1.51560, -2.59749], [-1.61588, 0.71310, -1.54368], [-1.57562, 2.56255, -0.03984], [-2.70853, 3.46280, -1.05725], [-4.01584, 2.53186, 0.66992], [-4.34860, 1.49571, -0.68044], [-2.55268, 0.99959, 1.71647], [-2.48165, -0.05058, 0.31678], [-3.96066, 0.10444, 1.26354], [4.43747, -0.79708, 2.03088], [3.23571, -3.27621, 0.80797], [2.20335, -2.62472, -0.40733], [5.00075, -1.96281, 0.03583], [4.07691, -1.23165, -1.07333], [2.61112, -2.84301, 2.87576], [1.67291, -1.46486, 3.32095], [0.71785, -3.93614, 2.38897], [0.47668, -2.87861, 1.03478], [-3.67604, -5.09219, 0.64279], [-3.41194, 3.73334, 3.03372], [-4.23851, 3.24568, 3.38690], [-3.03245, 4.34419, 3.75987], [-2.70913, 3.04047, 2.75245], [-3.67121, 4.28757, 2.21414]], "lowdin_charge": [0.128, -0.135, -0.194, -0.158, -0.112, -0.194, -0.182, -0.183, -0.192, -0.208, -0.215, -0.229, -0.267, -0.095, -0.456, 0.110, 0.150, -0.392, -0.178, 0.053, -0.194, -0.418, 1.024, -0.704, 0.035, 0.054, -0.185, 0.039, 0.029, 0.137, 0.141, 0.095, 0.124, 0.093, 0.097, 0.108, 0.108, 0.108, 0.082, 0.108, 0.104, 0.113, 0.102, 0.130, 0.086, 0.107, 0.110, 0.067, 0.114, 0.047, 0.066, 0.077, 0.159, 0.117, 0.103, 0.081, 0.037, 0.118, 0.083, 0.091, 0.069, 0.129, 0.335, 0.167, 0.163, 0.138, 0.155], "charge": 1, "total_energy_ev": -44764.7767, "homo_ev": -11.01}



5.
{"formula": "C21H8Cl7F5InO7S", "method": "ωB97M-V with the def2-TZVPD basis set", "symbols": ["In", "O", "Cl", "O", "O", "O", "F", "C", "C", "F", "C", "F", "C", "S", "C", "F", "C", "F", "Cl", "C", "C", "C", "Cl", "C", "Cl", "C", "Cl", "C", "Cl", "C", "C", "C", "C", "Cl", "C", "C", "C", "O", "C", "C", "O", "O", "H", "H", "H", "H", "H", "H", "H", "H"], "coordinates": [[0.33381, -0.29139, 0.23611], [-0.18575, 1.37807, 3.11906], [-0.34355, 2.10979, 1.90339], [-0.98282, 3.35801, 2.10493], [-1.17344, 1.26658, 0.96979], [0.93172, 2.25679, 1.23836], [4.32108, -6.00771, 0.40713], [3.74206, -4.85051, 0.75149], [3.08560, -4.08181, -0.19477], [3.00982, -4.49761, -1.46301], [2.50776, -2.88403, 0.18070], [1.88780, -2.18373, -0.79586], [2.52326, -2.40343, 1.48370], [1.80306, -0.90296, 2.05279], [3.19288, -3.20455, 2.40781], [3.26741, -2.82501, 3.68834], [3.79561, -4.40096, 2.06116], [4.42976, -5.13084, 2.98820], [-1.78570, 0.79933, -2.21554], [-0.11359, 1.03320, -2.59166], [0.84810, 0.65836, -1.66910], [2.16379, 0.92607, -2.00331], [3.41131, 0.55122, -0.85526], [2.53621, 1.49116, -3.22196], [4.19162, 1.78499, -3.60670], [1.54791, 1.81737, -4.14609], [1.97815, 2.49435, -5.66987], [0.21131, 1.59621, -3.82834], [-1.00869, 2.00862, -4.97241], [-3.98082, -2.16264, -4.56244], [-2.48241, -2.15766, -4.60570], [-1.79365, -1.74212, -5.73495], [-0.40781, -1.73207, -5.75192], [0.42639, -1.19891, -7.18815], [0.31708, -2.13801, -4.65155], [-0.35777, -2.54719, -3.51086], [-1.74674, -2.55419, -3.48182], [-2.48873, -2.89499, -2.38214], [-1.86026, -3.64346, -1.36509], [-1.09306, -2.80235, -0.33192], [-1.16175, -1.53523, -0.53549], [-0.48995, -3.36455, 0.56461], [-4.39139, -1.90619, -5.53756], [-4.35290, -1.44573, -3.82933], [-4.36062, -3.14083, -4.26484], [-2.34129, -1.42282, -6.61157], [1.39806, -2.12298, -4.67070], [0.21468, -2.83572, -2.64472], [-1.16257, -4.37266, -1.79303], [-2.64663, -4.18874, -0.83861]], "lowdin_charge": [0.727, -0.333, 0.669, -0.285, -0.414, -0.368, 0.113, -0.136, -0.137, 0.119, -0.233, 0.023, -0.492, 0.758, -0.238, 0.083, -0.138, 0.112, 0.769, -0.665, -0.244, -0.678, 0.715, -0.700, 0.668, -0.704, 0.669, -0.699, 0.679, -0.030, -0.201, -0.077, -0.676, 0.636, -0.097, 0.001, -0.235, -0.035, -0.084, -0.622, -0.125, 0.057, 0.075, 0.086, 0.083, 0.110, 0.112, 0.104, 0.137, 0.139], "charge": -1, "total_energy_ev": -153489.8464, "homo_ev": -6.23}



6.
{"formula": "C5H8O", "method": "ωB97M-V with the def2-TZVPD basis set", "symbols": ["C", "C", "C", "C", "C", "O", "H", "H", "H", "H", "H", "H", "H", "H"], "coordinates": [[2.06289, -1.08262, -0.55825], [0.62782, -1.43478, -0.83900], [-0.41169, -0.76149, -0.39555], [-1.42405, -0.11910, 0.03498], [-2.49591, 0.51304, 0.47017], [-2.51440, 1.62150, 1.25351], [2.54783, -1.86630, 0.03662], [2.62927, -0.98839, -1.49222], [2.14175, -0.13922, -0.01095], [0.95614, 2.53033, 0.78345], [0.43961, -2.31734, -1.44990], [-3.50286, 0.18639, 0.22689], [0.54449, 1.98127, 0.49369], [-1.60088, 1.87672, 1.44657]], "lowdin_charge": [-0.109, -0.163, -0.064, -0.034, -0.202, 0.003, 0.073, 0.072, 0.058, 0.049, 0.103, 0.119, 0.017, 0.076], "smiles": "CC=C=C=CO.[H][H]", "charge": 0, "total_energy_ev": -7358.5247, "homo_ev": -8.12}